[1]
5 unconnected molecules or ions with the total composition C26H49F3NO12S5 in a non-equilibrium geometry. Source: the Open Molecules 2025 dataset; level of theory: ωB97M-V/def2-TZVPD.

Geometry as XYZ:
```
96
Properties=species:S:1:pos:R:3
C -3.088 0.678 -1.523
C -3.447 -0.437 -0.522
C -4.318 0.258 0.565
C -2.106 -0.931 0.045
C -2.054 -2.344 0.599
O -0.740 -2.818 0.321
S -2.137 -2.260 2.432
O -3.450 -1.965 2.924
O -1.124 -1.338 2.865
C -1.609 -3.898 3.158
F -0.279 -4.080 3.042
F -1.912 -3.798 4.468
F -2.282 -4.938 2.636
C -3.052 -3.339 -0.017
C -4.365 -2.775 -0.581
C -5.489 -2.761 0.471
C -4.858 -3.784 -1.639
N -4.178 -1.480 -1.285
O -3.737 -1.621 -2.480
H -2.818 1.581 -0.986
H -2.243 0.402 -2.142
H -3.938 0.909 -2.155
H -5.359 -0.026 0.506
H -3.920 0.061 1.554
H -4.287 1.331 0.421
H -1.355 -0.884 -0.736
H -1.800 -0.201 0.788
H -0.737 -3.769 0.466
H -3.337 -4.069 0.737
H -2.536 -3.899 -0.789
H -5.272 -2.131 1.324
H -6.390 -2.431 -0.044
H -5.665 -3.793 0.751
H -5.619 -3.295 -2.237
H -4.055 -4.124 -2.278
H -5.337 -4.632 -1.158
C -9.302 1.065 -2.757
C -10.311 0.865 -1.617
C -9.641 -0.024 -0.562
S -7.875 0.279 -0.702
O -7.209 -0.922 -1.141
O -7.423 0.989 0.465
C -7.979 1.412 -2.082
H -9.616 1.849 -3.443
H -9.198 0.139 -3.327
H -10.561 1.833 -1.179
H -11.238 0.418 -1.973
H -9.958 0.220 0.449
H -9.812 -1.081 -0.759
H -7.110 1.278 -2.723
H -7.995 2.423 -1.676
C 1.748 0.470 2.440
C 2.719 0.521 3.627
C 3.361 1.913 3.633
S 2.165 3.019 2.881
O 2.713 3.519 1.641
O 1.635 3.918 3.875
C 0.946 1.764 2.501
H 1.096 -0.401 2.484
H 2.311 0.425 1.504
H 2.167 0.364 4.555
H 3.478 -0.258 3.562
H 3.579 2.262 4.639
H 4.266 1.941 3.032
H 0.447 2.015 1.567
H 0.225 1.746 3.318
C 7.848 4.055 0.885
C 7.756 2.689 0.190
C 8.145 1.626 1.226
S 7.712 2.306 2.831
O 8.917 2.506 3.594
O 6.595 1.573 3.382
C 7.141 3.891 2.227
H 7.390 4.842 0.289
H 8.896 4.320 1.048
H 6.736 2.523 -0.144
H 8.400 2.635 -0.678
H 7.604 0.693 1.083
H 9.216 1.433 1.226
H 7.389 4.662 2.952
H 6.060 3.828 2.100
C 6.069 -1.201 -3.669
C 7.080 -0.882 -4.778
C 7.658 0.509 -4.486
S 7.565 0.723 -2.703
O 6.633 1.785 -2.433
O 8.892 0.708 -2.140
C 6.758 -0.836 -2.358
H 5.769 -2.248 -3.682
H 5.172 -0.592 -3.799
H 7.880 -1.624 -4.766
H 6.620 -0.914 -5.765
H 8.696 0.597 -4.796
H 7.065 1.298 -4.943
H 6.071 -0.711 -1.524
H 7.533 -1.557 -2.101
```

Values from the calculation:
spin multiplicity	2
strongest force on any atom	2.2	eV Å⁻¹
HOMO-LUMO gap (spin up / spin down)	8.871 / 9.870	eV
lowest unoccupied orbital energy (spin up / spin down)	0.3354 / 0.2844	eV
DFT total energy	-4268.1122	Ha


[2]
6 unconnected molecules or ions with the total composition C26H49INO20P in a non-equilibrium geometry. Source: the Open Molecules 2025 dataset; level of theory: ωB97M-V/def2-TZVPD.

Geometry as XYZ:
```
98
Properties=species:S:1:pos:R:3
C -0.929 -3.568 0.587
C 0.345 -2.976 -0.201
O 0.073 -1.811 -1.029
P 0.015 -0.365 -0.135
O -0.670 -0.489 1.242
C 1.710 0.527 -0.027
C 2.788 -0.256 0.876
C 3.438 0.595 2.079
C 4.948 1.036 1.675
C 5.053 2.305 2.673
C 3.556 2.748 3.018
C 3.120 4.150 3.661
O 2.918 5.103 2.821
O 2.946 4.250 5.017
N 2.711 1.741 2.689
I 0.730 2.070 3.120
O -0.975 0.717 -1.059
C -2.383 0.368 -0.921
C -3.095 1.538 -0.033
H -1.163 -4.660 0.330
H -1.835 -2.867 0.438
H -0.691 -3.503 1.721
H 1.188 -2.846 0.560
H 0.702 -3.808 -0.927
H 2.097 0.522 -1.123
H 1.549 1.626 0.240
H 3.644 -0.573 0.163
H 2.401 -1.240 1.333
H 3.560 -0.191 2.929
H 4.861 1.563 0.647
H 5.708 0.188 1.781
H 5.855 3.090 2.468
H 5.388 1.830 3.681
H -2.568 -0.677 -0.483
H -2.952 0.387 -1.933
H -4.230 1.402 0.047
H -2.801 2.539 -0.536
H -2.555 1.526 0.983
C -1.289 2.453 -4.133
O -0.694 3.749 -4.159
C 0.647 3.738 -4.244
O 1.347 2.754 -4.297
O 1.074 5.013 -4.260
C 2.490 5.156 -4.348
H -2.370 2.580 -4.063
H -1.065 1.908 -5.054
H -0.951 1.891 -3.259
H 2.864 4.718 -5.277
H 2.978 4.702 -3.482
H 2.719 6.222 -4.353
C -0.971 -0.041 -10.797
O -1.103 0.267 -9.410
C -0.363 -0.510 -8.600
O 0.370 -1.404 -8.949
O -0.580 -0.116 -7.333
C 0.148 -0.859 -6.356
H -1.611 0.645 -11.353
H 0.060 0.104 -11.127
H -1.302 -1.062 -10.998
H 1.224 -0.747 -6.509
H -0.139 -1.913 -6.380
H -0.103 -0.456 -5.374
C -8.730 2.832 3.593
O -7.946 2.367 2.495
C -8.241 1.118 2.096
O -9.083 0.399 2.578
O -7.435 0.809 1.065
C -7.638 -0.500 0.533
H -8.406 3.847 3.828
H -9.789 2.861 3.325
H -8.571 2.205 4.473
H -8.653 -0.604 0.143
H -7.435 -1.259 1.291
H -6.936 -0.640 -0.291
C 10.021 -2.786 1.469
O 10.159 -2.437 2.845
C 9.015 -2.047 3.433
O 7.932 -1.976 2.901
O 9.286 -1.751 4.716
C 8.155 -1.319 5.469
H 11.003 -3.084 1.100
H 9.337 -3.630 1.351
H 9.678 -1.928 0.886
H 7.397 -2.104 5.512
H 7.738 -0.401 5.047
H 8.491 -1.108 6.485
C -5.960 -5.133 4.917
O -5.104 -4.027 5.198
C -4.763 -3.304 4.117
O -5.114 -3.516 2.981
O -3.963 -2.303 4.519
C -3.526 -1.448 3.462
H -6.169 -5.642 5.859
H -6.906 -4.790 4.493
H -5.468 -5.840 4.244
H -4.380 -0.961 2.984
H -2.940 -2.008 2.730
H -2.889 -0.677 3.896
```

Values from the calculation:
strongest force on any atom	6.9	eV Å⁻¹
HOMO-LUMO gap	7.453	eV
lowest unoccupied orbital energy	-1.2905	eV
DFT total energy	-3218.6032	Ha


Q: Among the records above, which one has the lowest strongest force on any atom?
A: C26H49F3NO12S5